[1]
Formula: C39H45FN6O3PPb
Source: the OMol25 dataset
Level of theory: ωB97M-V with the def2-TZVPD basis set

```
96
Properties=species:S:1:pos:R:3:mulliken_charge:R:1
Pb -2.379 -1.526 -2.016 1.0458
F 4.689 -0.752 -3.637 -0.3781
C 4.208 -0.942 -2.384 0.6744
C 2.866 -1.142 -2.223 -0.7597
C 2.337 -1.400 -0.962 0.7392
C 0.880 -1.632 -0.834 1.4285
O 0.181 -1.538 -1.849 -1.0485
C 0.440 -1.945 0.499 -0.3687
C 1.346 -1.939 1.510 -0.5773
N 2.671 -1.673 1.394 0.5262
C 3.520 -1.769 2.557 -0.2274
C 3.050 -1.166 3.841 -0.9959
C 4.189 -0.538 3.094 -0.3346
C 3.199 -1.436 0.140 0.1653
C 4.566 -1.210 -0.045 -1.1104
C 5.092 -0.960 -1.299 -1.2323
N 6.501 -0.748 -1.412 0.3424
C 7.317 -1.939 -1.227 -0.5261
C 8.742 -1.546 -0.879 -0.7453
N 9.276 -0.660 -1.970 -0.1328
C 8.405 0.554 -2.142 -0.9914
C 7.005 0.081 -2.495 -0.6064
C -0.980 -2.343 0.921 0.4262
O -1.161 -2.515 2.123 -0.7539
O -1.872 -2.436 0.013 -0.6744
H 2.199 -1.120 -3.075 0.5651
H 0.983 -2.176 2.501 0.8051
H 4.065 -2.705 2.615 0.4210
H 3.254 -1.709 4.753 0.2635
H 2.103 -0.644 3.829 0.2790
H 5.190 -0.634 3.492 0.3208
H 3.986 0.396 2.585 0.1140
H 5.227 -1.194 0.812 0.7201
H 7.323 -2.572 -2.132 0.2216
H 6.916 -2.536 -0.413 0.4599
H 9.385 -2.419 -0.789 0.4014
H 8.767 -0.970 0.043 0.3658
H 9.266 -1.185 -2.846 0.3967
H 10.241 -0.395 -1.783 0.3489
H 8.826 1.182 -2.923 0.4290
H 8.404 1.090 -1.196 0.3675
H 7.041 -0.451 -3.457 0.4407
H 6.367 0.950 -2.624 0.4929
N -2.484 0.568 -1.590 -0.8149
P -2.270 1.568 -0.438 1.7503
C -2.583 3.286 -0.959 -0.0665
C -2.948 3.521 -2.278 -0.4351
C -3.136 4.823 -2.727 -0.6806
C -2.963 5.887 -1.854 -0.4224
C -2.600 5.656 -0.532 -0.7920
C -2.405 4.358 -0.085 -0.3064
C -0.569 1.782 0.222 0.4567
C -0.231 1.900 1.566 -0.0105
C 1.076 2.204 1.931 -0.7758
C 2.046 2.393 0.958 -0.5802
C 1.719 2.256 -0.386 -0.6903
C 0.419 1.947 -0.750 -0.5711
C -3.308 1.308 1.038 -0.2018
C -4.415 2.112 1.312 -0.4680
C -5.250 1.810 2.379 -0.6643
C -4.992 0.702 3.174 -0.6699
C -3.908 -0.120 2.892 -0.7429
C -3.073 0.180 1.827 0.6191
H -3.081 2.666 -2.931 0.3748
H -3.418 5.007 -3.756 0.4110
H -3.114 6.902 -2.203 0.3965
H -2.468 6.490 0.146 0.3967
H -2.113 4.175 0.943 0.4226
H -0.989 1.772 2.330 0.4430
H 1.329 2.318 2.979 0.5010
H 3.057 2.663 1.241 0.4693
H 2.480 2.400 -1.144 0.4812
H 0.143 1.838 -1.794 0.3989
H -4.617 2.978 0.693 0.4120
H -6.104 2.442 2.593 0.4205
H -5.646 0.468 4.005 0.3774
H -3.710 -1.000 3.493 0.4920
H -2.241 -0.478 1.605 -0.2442
C -7.158 -3.557 0.746 -1.8254
C -6.830 -2.312 -0.077 1.6079
C -7.147 -1.055 0.728 -1.5678
C -7.641 -2.325 -1.381 -1.8221
N -5.380 -2.367 -0.312 -0.1343
N -4.845 -1.322 -1.103 -0.2135
H -8.189 -3.523 1.097 0.4047
H -6.490 -3.616 1.607 0.4071
H -7.033 -4.463 0.146 0.4257
H -8.187 -1.073 1.059 0.5411
H -7.005 -0.148 0.135 0.3206
H -6.499 -1.003 1.604 0.2076
H -8.702 -2.461 -1.163 0.4219
H -7.319 -3.148 -2.025 0.3874
H -7.541 -1.387 -1.933 0.4312
H -5.120 -3.249 -0.735 0.3002
H -4.724 -0.498 -0.521 -0.0564
H -5.453 -1.065 -1.879 0.1800
```

- Relative energy (zero: lowest compared OMol25 entry of this formula, charge and spin): 0.2914 eV
- Charge: +1
- Kohn-Sham gap: 6.25 eV



[2]
Formula: C39H45N7OW
Source: the OMol25 dataset
Level of theory: ωB97M-V with the def2-TZVPD basis set

```
93
Properties=species:S:1:pos:R:3:mulliken_charge:R:1
W 0.067 -0.664 0.083 0.8707
O -1.038 -0.350 2.769 -0.4680
C -1.297 1.019 3.154 0.2950
C -0.111 1.598 3.894 -1.1606
C 1.189 1.321 3.124 -0.1289
C 1.224 2.044 1.809 0.5634
C 1.732 3.338 1.819 -0.7636
C 1.723 4.113 0.682 -1.0640
C 1.182 3.567 -0.469 -1.1433
C 0.694 2.289 -0.420 -1.3471
N 0.702 1.506 0.678 0.7750
H -0.979 -0.885 3.569 0.2886
H -2.206 1.079 3.753 0.6338
H -1.474 1.551 2.224 -0.3717
H -0.034 1.145 4.887 0.3755
H -0.268 2.672 4.033 0.4501
H 1.280 0.262 2.970 -0.9734
H 2.044 1.640 3.720 0.7211
H 2.139 3.722 2.745 0.6245
H 2.123 5.120 0.691 0.4988
H 1.140 4.121 -1.398 0.6221
H 0.274 1.854 -1.308 0.9709
N -3.418 -3.450 0.140 -0.0762
C -4.109 -2.606 0.979 -1.0023
C -3.229 -1.627 1.324 -0.6525
N -2.025 -1.865 0.712 0.1634
C -2.175 -2.957 0.010 -0.0202
C -1.000 -3.469 -0.663 0.0991
N 0.087 -2.731 -0.624 0.5448
C 1.119 -3.497 -1.131 -0.4515
C 0.622 -4.700 -1.497 -1.1469
N -0.728 -4.658 -1.193 0.0194
H -3.802 -4.266 -0.306 0.1725
H -5.141 -2.773 1.249 0.4320
H -3.381 -0.779 1.975 0.6638
H 2.130 -3.138 -1.172 0.5497
H 1.096 -5.561 -1.941 0.4274
H -1.378 -5.414 -1.338 0.1811
C 6.254 -0.370 1.569 -1.7430
C 4.789 -0.722 1.482 -0.1392
C 4.153 -1.343 2.560 -0.8261
C 2.813 -1.684 2.495 0.5217
C 2.139 -2.417 3.625 -1.8544
C 2.122 -1.356 1.340 -0.2722
C 2.727 -0.758 0.210 0.6691
C 4.079 -0.447 0.313 -0.5085
N 1.856 -0.528 -0.862 1.2227
C 2.336 -0.323 -2.267 1.0256
C 2.963 1.066 -2.459 -1.3100
C 3.339 -1.411 -2.682 -1.5614
C 1.141 -0.422 -3.206 -1.7838
H 6.540 -0.140 2.596 0.4341
H 6.499 0.485 0.938 0.4067
H 6.868 -1.214 1.241 0.3128
H 4.719 -1.575 3.459 0.4813
H 2.516 -3.440 3.684 0.4670
H 1.057 -2.472 3.486 0.2042
H 2.346 -1.942 4.586 0.4191
H 1.078 -1.714 1.338 0.9933
H 4.604 0.000 -0.520 0.5336
H 3.709 1.306 -1.702 0.1712
H 2.204 1.846 -2.438 0.2370
H 3.448 1.111 -3.437 0.5623
H 4.072 -1.630 -1.904 0.3526
H 3.886 -1.086 -3.568 0.4407
H 2.825 -2.336 -2.945 0.4265
H 0.415 0.372 -3.021 0.2144
H 0.643 -1.387 -3.095 0.1080
H 1.479 -0.331 -4.241 0.7038
N -1.332 0.183 -0.773 0.3320
C -2.375 0.831 -1.148 -0.2577
C -3.038 1.781 -0.192 0.0286
C -2.487 3.025 0.100 0.1893
C -3.099 3.860 1.028 -0.8718
C -4.263 3.456 1.669 -0.5821
C -4.831 2.226 1.357 -0.9525
C -4.227 1.396 0.421 -0.0208
C -2.967 0.629 -2.486 0.9411
C -3.893 1.547 -2.990 -0.5340
C -4.398 1.392 -4.274 -0.9909
C -3.992 0.320 -5.057 -0.5170
C -3.088 -0.613 -4.555 -1.0375
C -2.583 -0.462 -3.277 0.3434
H -1.597 3.358 -0.415 0.5975
H -2.668 4.832 1.237 0.4812
H -4.735 4.103 2.399 0.4456
H -5.755 1.917 1.834 0.4571
H -4.688 0.448 0.155 0.6513
H -4.204 2.390 -2.384 0.5368
H -5.112 2.108 -4.662 0.4381
H -4.385 0.206 -6.061 0.4240
H -2.784 -1.454 -5.167 0.4653
H -1.896 -1.189 -2.867 0.3507
```

- Multiplicity: 3
- Charge: +2
- Kohn-Sham gap (alpha / beta): 6.89 / 6.54 eV



[3]
Formula: C39H46Cl2N5O6PmSe2
Source: the OMol25 dataset
Level of theory: ωB97M-V with the def2-TZVPD basis set

```
101
Properties=species:S:1:pos:R:3:mulliken_charge:R:1
Pm 9.878 13.266 10.677 0.5558
C 7.408 14.502 12.658 -1.2492
N 7.049 14.050 11.294 1.1324
C 6.092 12.931 11.542 -1.4334
C 5.698 12.113 10.286 -0.8686
C 6.935 11.686 9.521 -0.7548
N 8.102 11.410 10.369 0.7598
C 8.175 10.259 10.932 -1.1179
C 8.951 9.851 12.067 0.7010
C 8.874 8.506 12.495 -0.6956
C 9.372 8.139 13.700 -1.0680
C 10.110 9.044 14.457 -0.2894
C 10.245 10.389 14.105 -0.4972
C 9.684 10.828 12.877 0.6140
O 9.692 12.091 12.590 0.0161
C 6.289 15.177 10.634 -1.1123
C 6.458 15.314 9.110 -0.8110
C 7.904 15.424 8.536 -0.8523
N 8.977 15.504 9.578 0.1028
C 9.069 16.694 10.114 -0.6056
C 9.850 17.164 11.222 1.1894
C 9.822 18.559 11.521 -1.1285
C 10.586 19.103 12.538 -1.0199
C 11.308 18.237 13.350 -0.4462
C 11.269 16.879 13.211 -0.9720
C 10.615 16.295 12.099 0.7505
O 10.645 15.009 11.866 1.0379
H 6.517 14.760 13.246 0.5338
H 8.043 15.401 12.652 0.0748
H 7.981 13.764 13.221 0.2143
H 5.196 13.315 12.045 0.5917
H 6.574 12.262 12.299 0.4345
H 4.979 12.666 9.639 0.3485
H 5.180 11.236 10.737 0.4130
H 7.248 12.491 8.876 -0.0365
H 6.717 10.790 8.836 0.5106
H 7.536 9.483 10.510 0.2364
H 8.278 7.813 11.905 0.4127
H 9.320 7.114 14.032 0.3406
H 10.617 8.681 15.357 0.4036
H 10.720 11.104 14.792 0.0374
H 6.644 16.096 11.151 0.6143
H 5.225 15.048 10.896 0.4705
H 5.885 16.216 8.823 0.4930
H 5.954 14.500 8.535 0.2056
H 7.975 16.306 7.892 0.5570
H 8.144 14.509 7.918 0.1048
H 8.474 17.513 9.701 0.3471
H 9.121 19.212 11.003 0.3921
H 10.631 20.172 12.738 0.3874
H 11.920 18.666 14.155 0.4131
H 11.727 16.186 13.954 -0.0667
C 10.987 15.113 17.304 -1.0496
Se 11.034 13.967 15.676 0.2589
C 13.015 13.659 15.425 -1.0959
C 13.462 13.747 13.983 -0.1835
Se 13.267 12.055 12.983 0.3301
C 15.064 12.047 12.165 -1.1169
H 11.981 15.289 17.664 0.3168
H 10.368 14.628 18.076 0.3002
H 10.561 16.071 17.065 0.3006
H 13.220 12.662 15.858 0.4359
H 13.513 14.420 16.003 0.6355
H 14.524 13.998 13.921 0.4748
H 12.870 14.440 13.370 -0.3867
H 15.469 13.037 12.078 0.3260
H 14.941 11.598 11.183 0.2311
H 15.738 11.488 12.794 0.3806
Cl 11.816 7.478 5.799 -0.2313
C 11.512 8.556 7.052 0.0439
C 11.906 8.285 8.370 -0.4339
C 11.805 9.200 9.392 0.2256
Cl 12.385 8.867 10.973 -0.1537
C 11.217 10.525 9.142 0.0620
O 11.177 11.439 10.026 0.0890
C 10.696 10.764 7.820 1.1505
C 10.129 12.022 7.492 -1.0628
O 9.775 12.887 8.374 -0.2277
C 10.891 9.778 6.788 -1.0059
H 12.321 7.315 8.612 0.4795
H 9.893 12.246 6.454 0.3131
H 10.530 10.058 5.786 0.3684
O 13.882 19.914 11.796 -0.4294
C 14.566 19.551 10.621 -0.5215
N 14.001 18.344 10.140 0.0348
C 14.723 17.608 9.257 0.3552
O 15.730 18.060 8.707 -0.6973
C 14.226 16.234 8.980 0.3109
C 15.107 15.367 8.305 -0.5303
C 14.734 14.067 8.086 -1.0021
C 13.512 13.617 8.638 -0.2608
N 12.696 14.415 9.337 0.6608
C 13.053 15.698 9.497 -0.9396
H 14.394 20.595 12.233 0.2824
H 15.653 19.451 10.767 0.3794
H 14.464 20.282 9.771 0.3033
H 13.437 17.895 10.857 0.0805
H 16.072 15.769 7.988 0.4616
H 15.385 13.331 7.583 0.4005
H 13.203 12.615 8.432 0.4538
H 12.332 16.313 10.010 0.5115
```

- Multiplicity: 5
- Charge: 0
- Kohn-Sham gap (alpha / beta): 6.96 / 6.98 eV



[4]
Formula: C39H46N2O7PbSSe2Te
Source: the OMol25 dataset
Level of theory: ωB97M-V with the def2-TZVPD basis set

```
99
Properties=species:S:1:pos:R:3:mulliken_charge:R:1
Pb -0.138 0.189 1.284 1.4966
C -0.142 0.871 10.297 -1.4595
C -0.228 0.915 8.794 1.1226
C -0.046 -0.230 8.027 -0.8761
C -0.106 -0.176 6.642 -0.2836
C -0.352 1.034 6.019 -0.4824
C -0.545 2.186 6.766 -0.4957
C -0.491 2.122 8.148 -0.7691
S -0.335 1.176 4.230 1.4637
O 0.038 2.540 3.947 -0.8062
O -1.647 0.769 3.742 -0.4589
N 0.695 0.066 3.709 -0.1643
C 2.066 0.312 3.881 -0.6703
C 2.753 1.151 2.612 0.5095
O 3.809 1.688 2.935 -0.7823
O 2.147 1.047 1.524 -0.3054
H 0.268 -0.078 10.641 0.3382
H -1.132 0.996 10.741 0.3042
H 0.491 1.678 10.667 0.3524
H 0.154 -1.175 8.519 0.2846
H 0.054 -1.059 6.035 0.4677
H -0.711 3.118 6.242 0.4801
H -0.644 3.020 8.736 0.3505
H 2.625 -0.627 3.840 0.0619
H 2.336 0.898 4.762 0.3630
O -4.025 -0.116 -1.398 -0.4040
C -4.884 0.098 -0.307 -1.2902
C -4.229 0.407 1.056 2.4526
C -5.444 0.680 1.975 -1.2256
O -5.128 0.997 3.317 -0.5258
C -3.494 -0.783 1.701 -1.1504
Se -2.022 -1.743 0.779 -0.3967
C -3.404 1.705 1.067 -1.2971
Se -1.770 2.001 -0.072 -0.4384
H -3.339 0.573 -1.331 0.1162
H -5.492 -0.807 -0.212 0.3847
H -5.556 0.938 -0.542 0.3511
H -6.104 -0.200 1.938 0.3834
H -6.007 1.534 1.589 0.4593
H -4.334 0.518 3.581 0.4059
H -4.222 -1.565 1.925 0.4710
H -3.017 -0.463 2.626 -0.0326
H -3.025 1.870 2.073 0.2730
H -4.050 2.541 0.800 0.5866
C 0.673 4.785 -6.153 -1.6876
C 0.454 3.624 -5.221 0.7781
C 1.130 3.528 -4.015 -1.0547
C 0.967 2.437 -3.167 1.1419
C 1.710 2.376 -1.864 -1.4370
C 0.104 1.414 -3.558 0.3338
Te -0.298 -0.360 -2.442 0.6307
N 0.835 -0.522 -0.840 0.3587
C 2.119 -0.922 -0.986 0.4569
O 2.787 -0.851 -2.017 -0.6398
C 2.683 -1.484 0.285 -0.2735
C 3.857 -0.984 0.832 -0.5753
C 4.352 -1.520 2.009 -0.4358
C 3.693 -2.575 2.626 -0.6256
C 2.526 -3.085 2.076 -0.5360
C 2.014 -2.533 0.912 -0.0537
C 0.620 -1.741 -3.839 0.3486
C 1.611 -1.465 -4.792 1.1753
C 2.275 -0.127 -4.956 -1.4136
C 2.027 -2.494 -5.635 -1.0032
C 1.499 -3.770 -5.572 0.6899
C 1.979 -4.866 -6.484 -1.6431
C 0.506 -4.020 -4.636 -1.1090
C 0.055 -3.031 -3.773 1.0830
C -1.015 -3.398 -2.779 -1.7137
C -0.660 1.525 -4.732 0.7800
C -1.687 0.494 -5.133 -1.7069
C -0.452 2.624 -5.555 -0.9539
H 1.509 5.401 -5.825 0.3644
H -0.218 5.413 -6.201 0.3359
H 0.881 4.428 -7.163 0.3632
H 1.810 4.319 -3.719 0.3542
H 2.433 3.186 -1.785 0.4842
H 2.234 1.426 -1.754 0.1628
H 1.018 2.468 -1.023 0.1234
H 4.362 -0.163 0.340 0.3667
H 5.245 -1.101 2.454 0.3399
H 4.090 -2.998 3.541 0.3842
H 2.009 -3.906 2.556 0.3836
H 1.097 -2.918 0.482 0.4018
H 2.528 0.278 -3.981 0.1063
H 1.628 0.580 -5.478 0.2103
H 3.194 -0.237 -5.532 0.4523
H 2.805 -2.282 -6.361 0.3168
H 2.819 -4.532 -7.093 0.3644
H 1.178 -5.190 -7.152 0.3300
H 2.298 -5.735 -5.906 0.3602
H 0.076 -5.015 -4.570 0.3817
H -1.350 -4.423 -2.928 0.4176
H -1.886 -2.742 -2.840 0.3595
H -0.633 -3.320 -1.760 0.1268
H -2.389 0.295 -4.318 0.2276
H -1.209 -0.451 -5.405 0.3147
H -2.256 0.844 -5.993 0.4912
H -1.010 2.703 -6.483 0.3976
```

- Multiplicity: 2
- Relative energy (zero: lowest compared OMol25 entry of this formula, charge and spin): 0.0000 eV
- Charge: -1
- Kohn-Sham gap (alpha / beta): 6.07 / 5.66 eV



Short version: calculated total energy = -2701.25767; -2038.32192; -8570.69003; -7811.89005 Eh, in the order given.